A molecular structure, C5H11BClF6N3O6S2, computed with ωB97M-V with the def2-TZVPD basis set.

Values from the calculation:
E_LUMO = -1.7 eV
Gap between HOMO and LUMO = 0.272 hartree
HOMO = -9.10 eV

Geometry as XYZ:
```
35
Properties=species:S:1:pos:R:3:forces:R:3:mulliken_charge:R:1
N -0.972 -1.611 0.374 -0.371 -0.540 0.222 -0.281
B -1.933 -1.509 -0.652 0.490 0.447 -0.407 0.535
O -3.204 -1.879 -0.768 -0.202 0.032 0.522 -0.502
N -1.247 -0.766 -1.924 -0.243 -0.100 -0.075 0.003
Cl -2.244 -0.687 -3.356 -0.088 0.123 0.038 0.008
C 0.160 -1.276 -2.262 -0.176 0.054 -0.155 -0.692
C 0.327 -2.783 -2.276 0.087 0.046 -0.135 -0.500
C -0.607 -3.605 -3.167 -0.043 -0.050 0.111 -0.525
O -0.534 -4.981 -2.854 0.105 -0.110 -0.058 -0.522
H -1.068 -0.924 1.128 0.502 0.135 -0.063 0.214
H -0.862 -2.528 0.793 -0.072 0.095 0.161 0.205
H -3.850 -1.357 -1.257 0.161 -0.248 -0.437 0.312
H -1.139 0.221 -1.658 0.234 -0.056 0.106 0.466
H 0.804 -0.834 -1.512 0.022 0.037 0.158 0.206
H 0.392 -0.828 -3.227 -0.006 0.006 -0.023 0.655
H 1.352 -2.928 -2.624 0.029 -0.121 0.082 0.394
H 0.309 -3.176 -1.260 -0.113 0.038 0.076 0.271
H -1.642 -3.252 -3.107 0.013 -0.056 0.011 0.278
H -0.292 -3.539 -4.208 -0.100 0.147 -0.036 0.324
H -0.982 -5.165 -2.023 -0.004 0.076 -0.001 0.314
C 1.506 4.703 4.099 0.032 -0.097 0.050 0.670
F 1.896 5.055 5.326 -0.017 0.017 -0.040 -0.214
F 0.228 5.047 3.945 0.003 -0.001 0.001 -0.229
F 2.237 5.374 3.211 0.001 -0.001 0.004 -0.228
S 1.738 2.878 3.925 -0.095 0.119 -0.110 1.009
O 0.848 2.285 4.876 -0.010 -0.014 0.037 -0.631
O 3.144 2.652 4.048 0.040 -0.004 0.015 -0.631
N 1.208 2.780 2.425 0.137 -0.095 0.230 -0.226
S 1.122 1.476 1.604 -0.061 0.265 -0.268 0.924
O 0.108 0.538 2.019 -0.307 -0.115 0.001 -0.732
O 2.354 0.911 1.137 -0.027 -0.023 -0.124 -0.665
C 0.371 2.300 0.119 -0.069 0.119 0.227 0.616
F 1.161 3.199 -0.435 0.036 -0.038 -0.047 -0.211
F -0.805 2.861 0.388 0.007 -0.022 0.006 -0.238
F 0.113 1.347 -0.845 0.101 -0.063 -0.079 -0.376
```
Positions in Å, forces in eV/Å.

***

A gas-phase ion, C5H11BN4O5P (charge +1), computed with ωB97M-V with the def2-TZVPD basis set.

Values from the calculation:
Charge = +1
SMILES = C=CN(CB(O)O)/C(NP(O)O)=[NH+]/N=C=O
E_LUMO = -5.2 eV
Gap between HOMO and LUMO = 0.226 hartree
HOMO = -11.34 eV

Geometry as XYZ:
```
27
Properties=species:S:1:pos:R:3:forces:R:3:mulliken_charge:R:1
C 1.535 0.346 2.033 0.267 -0.004 -0.711 -0.708
C 1.397 1.268 0.915 -0.410 -0.541 1.403 -0.049
N 0.967 0.931 -0.465 0.901 -2.630 0.898 0.223
C -0.159 1.798 -0.961 -0.612 1.512 -1.674 -0.752
B -1.130 2.402 0.204 -1.261 2.329 1.340 0.726
O -1.767 1.634 1.262 2.156 1.200 -0.942 -0.530
O -1.372 3.849 0.156 0.561 -3.259 0.913 -0.542
C 0.712 -0.512 -0.650 -0.134 -1.148 -0.355 -0.094
N -0.300 -1.320 0.054 1.851 0.351 -1.026 -0.096
P -1.911 -1.223 -0.703 -3.469 1.160 -0.744 0.308
O -2.362 -2.707 -1.450 2.476 0.829 3.171 -0.437
O -2.996 -1.029 0.644 3.372 -1.391 -0.873 -0.447
N 1.467 -1.125 -1.603 -0.686 3.098 1.735 0.158
N 1.351 -2.467 -1.959 3.305 -2.426 2.421 -0.724
C 2.341 -3.100 -1.342 4.004 -3.316 1.662 0.876
O 3.281 -3.761 -0.821 -7.235 4.931 -3.969 -0.356
H 2.449 -0.343 2.224 -2.323 -0.006 -1.345 0.278
H 0.710 0.313 2.857 2.429 1.510 -0.639 0.174
H 1.702 2.379 1.106 -2.306 -1.527 -0.534 0.412
H 0.310 2.688 -1.557 -0.838 -1.620 1.116 0.245
H -0.818 1.231 -1.727 1.258 0.661 1.224 0.407
H -1.402 1.933 2.129 -0.716 -0.254 -0.819 0.300
H -1.841 4.140 0.974 0.247 -0.316 -1.045 0.316
H 0.013 -2.290 0.238 0.184 0.750 -0.123 0.329
H -1.931 -3.411 -0.880 -1.120 0.338 -1.082 0.316
H -2.417 -1.070 1.455 -1.069 0.228 -0.778 0.328
H 2.170 -0.555 -2.135 -0.833 -0.458 0.780 0.339
```
Positions in Å, forces in eV/Å.

***

A molecular structure, C5H11Br4Na3O, computed with ωB97M-V with the def2-TZVPD basis set.

Values from the calculation:
Charge = +2
E_LUMO = -8.4 eV
Gap between HOMO and LUMO = 0.121 hartree
Energy above the lowest of the compared OMol25 structures with the same formula, charge and spin = 134.3 kcal/mol
HOMO = -11.69 eV

Geometry as XYZ:
```
24
Properties=species:S:1:pos:R:3:forces:R:3:mulliken_charge:R:1
Na 6.714 3.967 -4.321 -0.402 0.153 0.020 0.954
Na 8.537 0.824 -0.366 -0.350 -0.090 0.312 0.845
Na 7.333 -1.461 -4.714 -0.397 -0.210 0.036 0.849
C 3.029 0.450 -1.581 1.373 0.709 -0.272 -0.541
O 4.333 0.852 -2.005 -0.366 -0.011 0.034 -0.711
H 2.753 0.854 -0.607 0.357 -0.195 0.536 0.196
H 2.251 0.880 -2.211 -0.065 -0.161 -0.689 0.199
H 2.920 -0.634 -1.571 -0.153 -0.197 0.019 0.209
Br 0.680 -4.828 4.836 0.537 0.333 0.265 -0.113
C 1.411 -3.126 4.135 0.040 -1.095 -0.595 -0.679
C 0.204 -2.283 3.761 1.549 0.083 0.732 -0.547
Br -0.668 -2.968 2.199 -0.311 0.100 0.108 -0.106
H 2.026 -3.492 3.313 -0.205 0.385 -0.189 0.363
H 2.085 -2.634 4.836 -0.416 -0.162 0.372 0.354
H 0.551 -1.272 3.546 -0.292 0.021 -0.066 0.341
H -0.351 -2.313 4.699 -0.906 0.337 -0.625 0.387
Br -3.476 2.584 -3.040 -0.255 -0.296 0.510 -0.154
C -5.304 2.218 -2.493 -2.076 0.612 0.595 -0.548
C -5.633 1.934 -0.998 2.371 -0.432 -0.716 -0.510
Br -7.387 2.373 -0.423 -0.568 0.098 -0.261 -0.105
H -5.729 1.464 -3.156 0.276 0.048 0.062 0.351
H -5.865 3.144 -2.626 0.323 0.084 -0.737 0.321
H -4.961 2.584 -0.437 -0.072 -0.327 0.279 0.329
H -5.453 0.882 -0.776 0.008 0.211 0.268 0.315
```
Positions in Å, forces in eV/Å.

***

2 unconnected molecules or ions with the total composition C5H11ClN, computed with ωB97M-V with the def2-TZVPD basis set.

Values from the calculation:
Charge = +1
E_LUMO (alpha / beta) = -4.9 / -3.9 eV
Gap between HOMO and LUMO (alpha / beta) = 0.271 / 0.341 hartree
Energy above the lowest of the compared OMol25 structures with the same formula, charge and spin = 125.9 kcal/mol
HOMO (alpha / beta) = -12.29 / -13.23 eV

Geometry as XYZ:
```
18
Properties=species:S:1:pos:R:3:forces:R:3:mulliken_charge:R:1
C -1.791 -0.490 1.197 -1.203 -0.451 0.539 -0.667
C -2.184 0.073 -0.163 1.158 2.341 0.872 -0.514
C -0.827 -0.395 0.069 0.020 0.776 1.429 0.299
C 1.961 1.743 -0.568 0.562 -1.338 -1.362 -0.862
C 1.955 0.597 0.406 -0.789 2.756 1.625 -0.100
N -0.284 -1.550 -0.537 1.867 -3.987 -1.165 -0.332
Cl 2.616 -0.927 0.179 0.395 -0.547 -0.501 -0.166
H -1.916 0.233 2.027 0.780 -0.472 -0.666 0.241
H -2.295 -1.455 1.452 0.880 0.537 -0.237 0.260
H -2.784 -0.433 -0.818 -1.526 -1.465 -1.514 0.316
H -2.378 1.150 -0.165 0.202 -0.306 -0.060 0.201
H 2.111 1.396 -1.616 -0.094 0.366 0.666 0.294
H 2.783 2.389 -0.282 0.393 0.180 -0.125 0.358
H 1.082 2.375 -0.537 -0.409 -0.183 0.246 0.267
H 2.132 1.032 1.428 -0.530 -1.250 -0.709 0.340
H 0.880 -1.574 -0.480 -2.526 0.249 0.163 0.224
H -0.481 -1.672 -1.613 0.129 0.313 2.574 0.424
H -0.578 -2.492 0.020 0.690 2.483 -1.775 0.419
```
Positions in Å, forces in eV/Å.

***

C5H11ClN2 in the gas phase, computed with ωB97M-V with the def2-TZVPD basis set.

Values from the calculation:
SMILES = C[C@H](Cl)C1(N)CNC1
E_LUMO = 0.9 eV
Gap between HOMO and LUMO = 0.376 hartree
Energy above the lowest of the compared OMol25 structures with the same formula, charge and spin = 52.1 kcal/mol
HOMO = -9.33 eV

Geometry as XYZ:
```
19
Properties=species:S:1:pos:R:3:forces:R:3:mulliken_charge:R:1
C 0.837 -0.106 -2.085 -1.836 -0.145 -0.663 -1.285
C -0.053 0.784 -1.188 -1.266 -0.390 0.858 0.293
Cl 0.697 2.365 -0.588 -0.454 -0.446 -1.276 -0.221
C -0.310 0.002 0.121 1.333 1.644 2.010 0.548
N -0.835 -1.227 -0.249 -4.119 -1.022 -2.901 -0.669
C 0.913 -0.150 1.049 0.347 -4.549 -0.403 -0.942
N -0.065 -0.486 2.269 0.345 1.702 -4.260 -0.556
C -1.014 0.455 1.418 2.743 0.641 0.741 -0.797
H 0.986 0.378 -3.030 -0.333 0.269 -0.782 0.428
H 1.837 -0.211 -1.757 0.867 -0.459 1.051 0.347
H 0.288 -1.114 -2.233 1.177 1.788 0.308 0.302
H -1.081 0.951 -1.690 1.812 0.316 0.639 0.348
H -1.876 -0.978 -0.473 2.181 -0.789 -0.079 0.251
H -1.004 -1.916 0.433 0.614 -0.672 1.604 0.315
H 1.683 0.627 1.100 -0.768 0.104 0.404 0.322
H 1.423 -1.125 0.715 -0.176 1.309 0.716 0.332
H 0.294 0.062 2.995 0.360 0.849 1.753 0.252
H -0.716 1.491 1.619 -0.714 -0.063 0.204 0.324
H -2.006 0.198 1.572 -2.113 -0.085 0.075 0.407
```
Positions in Å, forces in eV/Å.

***

2 unconnected molecules or ions with the total composition C5H11ClO2, computed with ωB97M-V with the def2-TZVPD basis set.

Values from the calculation:
SMILES = CC(C)C(=O)Cl.CO
E_LUMO = 0.8 eV
Gap between HOMO and LUMO = 0.407 hartree
Energy above the lowest of the compared OMol25 structures with the same formula, charge and spin = 45.5 kcal/mol
HOMO = -10.29 eV

Geometry as XYZ:
```
19
Properties=species:S:1:pos:R:3:forces:R:3:mulliken_charge:R:1
C 1.604 0.610 0.109 1.613 -1.261 2.561 -1.400
C 0.943 -0.622 -0.355 -2.379 -0.350 -1.077 0.660
C 1.823 -1.819 -0.122 0.354 -2.567 -2.043 -1.558
C -0.214 -1.055 0.532 0.180 -0.950 -5.454 0.389
O -0.484 -0.920 1.617 -0.559 1.094 5.259 -0.385
Cl -1.250 -2.264 -0.414 -0.350 -0.073 -0.258 -0.266
H 1.362 0.917 1.138 -0.113 -0.119 -0.412 0.281
H 1.520 1.383 -0.542 -0.511 2.411 -1.746 0.315
H 2.642 0.294 0.116 0.565 0.710 0.209 0.451
H 0.521 -0.448 -1.407 0.743 -0.820 1.456 0.330
H 2.106 -1.811 0.894 0.271 -0.133 1.375 0.481
H 1.300 -2.812 -0.353 0.711 1.431 0.394 0.336
H 2.773 -1.856 -0.679 -0.432 0.423 -0.126 0.369
C -2.788 1.872 -0.313 3.662 -1.367 -2.405 -0.633
O -1.488 1.243 0.315 -2.751 1.233 3.630 -0.448
H -3.621 1.147 -0.520 1.035 0.646 0.704 0.258
H -2.156 2.044 -1.239 -1.700 -0.385 0.108 0.206
H -3.085 2.905 -0.158 -0.009 -0.134 1.523 0.326
H -1.509 1.194 1.381 -0.330 0.210 -3.697 0.289
```
Positions in Å, forces in eV/Å.

***

A molecular structure, C5H11CoFO8P, computed with ωB97M-V with the def2-TZVPD basis set.

Values from the calculation:
Charge = -3
E_LUMO (alpha / beta) = 6.8 / 6.8 eV
Gap between HOMO and LUMO (alpha / beta) = 0.095 / 0.096 hartree
Multiplicity = 4
HOMO (alpha / beta) = 4.16 / 4.15 eV

Geometry as XYZ:
```
27
Properties=species:S:1:pos:R:3:forces:R:3:mulliken_spin:R:1
Co -8.126 -11.180 -22.247 0.802 0.839 1.052 2.762
P -7.238 -11.858 -19.860 -0.423 -1.695 1.101 -0.002
O -7.310 -12.677 -21.204 0.081 -0.739 -1.874 0.088
O -8.194 -12.715 -18.938 0.596 1.551 0.188 0.001
O -7.722 -10.467 -20.388 -1.380 0.571 0.402 0.076
O -5.820 -11.683 -19.331 0.319 -0.317 0.549 0.003
C -10.259 -10.235 -24.302 0.050 -0.233 1.808 0.003
O -10.017 -10.740 -23.042 0.087 -0.341 -0.524 0.030
H -9.684 -9.297 -24.411 0.063 0.031 -0.790 -0.001
H -10.064 -10.949 -25.131 0.212 0.142 -0.111 0.002
H -11.337 -9.972 -24.393 -0.140 0.141 -0.294 0.001
F -6.540 -10.132 -22.951 -0.388 0.186 -1.068 0.037
C -8.565 -10.649 -27.363 -0.286 0.399 0.201 0.000
C -7.447 -11.189 -26.439 0.486 2.316 -0.787 -0.001
O -7.615 -12.556 -26.239 0.060 -0.864 -1.396 0.002
C -7.970 -12.967 -25.025 -0.054 -0.691 0.390 0.002
O -7.746 -12.428 -24.011 0.266 0.982 0.638 -0.003
O -8.566 -14.161 -25.115 0.040 -0.878 -1.275 0.001
C -9.048 -14.657 -23.879 0.157 0.089 1.509 -0.002
H -9.553 -11.050 -27.133 0.166 -0.295 -0.046 0.000
H -8.297 -10.830 -28.408 -0.161 -0.448 -0.033 0.000
H -8.727 -9.565 -27.337 0.426 0.018 0.502 0.000
H -7.191 -10.640 -25.527 -0.977 -0.174 0.468 0.000
H -6.558 -10.938 -27.035 0.369 -1.021 0.053 0.000
H -10.042 -14.237 -23.728 0.032 -0.114 0.302 0.001
H -8.386 -14.382 -23.049 -0.235 0.579 -0.021 0.000
H -9.051 -15.747 -23.805 -0.169 -0.036 -0.945 0.000
```
Positions in Å, forces in eV/Å.

***

A molecular structure, C5H11EuO3, computed with ωB97M-V with the def2-TZVPD basis set.

Values from the calculation:
Charge = +1
E_LUMO (alpha / beta) = -5.1 / -5.1 eV
Gap between HOMO and LUMO (alpha / beta) = 0.168 / 0.179 hartree
Energy above the lowest of the compared OMol25 structures with the same formula, charge and spin = 103.1 kcal/mol
Multiplicity = 8
HOMO (alpha / beta) = -9.71 / -9.99 eV

Geometry as XYZ:
```
20
Properties=species:S:1:pos:R:3:forces:R:3:mulliken_spin:R:1
C 0.219 1.615 -0.731 0.997 -0.579 -2.233 -0.050
O -0.272 0.375 -0.173 0.476 1.426 2.052 -0.006
C -0.030 -0.818 -0.884 0.028 0.128 -0.618 -0.006
C 1.447 -1.103 -1.083 -0.435 0.273 -1.151 -0.009
O 2.076 -1.085 0.191 0.562 0.048 0.208 -0.003
C 2.584 -2.320 0.667 0.246 -0.810 0.395 0.004
H 0.428 2.577 -0.245 -0.730 -0.901 0.660 -0.016
H 0.685 1.458 -1.723 0.020 0.214 0.838 0.010
H -0.514 -0.765 -1.872 -0.041 -0.169 0.263 0.000
H -0.479 -1.597 -0.253 -0.005 0.097 -0.419 -0.002
H 1.960 -0.349 -1.696 -0.329 -0.127 0.150 0.004
H 1.558 -2.059 -1.613 0.104 0.082 0.452 0.000
H 1.861 -2.742 1.376 0.289 -0.149 -0.087 0.002
H 2.742 -3.031 -0.155 -0.032 0.274 0.250 -0.002
H 3.551 -2.133 1.153 -0.253 -0.131 -0.043 -0.002
Eu 1.690 0.792 1.588 -1.139 0.443 -1.160 7.123
O -2.213 3.013 -0.607 2.129 -1.318 -1.729 -0.058
C -1.440 2.601 -1.549 -2.807 2.034 0.897 0.015
H -0.879 3.363 -2.143 0.437 -0.280 0.610 -0.002
H -1.850 1.862 -2.279 0.483 -0.555 0.669 -0.002
```
Positions in Å, forces in eV/Å.